Formula: C24H31FN4O3S
Source: the Open Molecules 2025 dataset
Level of theory: ωB97M-V/def2-TZVPD

Last column: natural (NBO) charge in e.
Geometry (Å):
C 4.80636 -5.91640 1.87425  -0.637
H 5.15905 -5.15716 2.56811  0.203
H 5.41701 -6.80607 2.00180  0.217
H 4.93963 -5.55327 0.85823  0.206
C 3.33800 -6.26329 2.14292  -0.200
N 2.38363 -5.18123 2.01468  -0.449
C 2.24912 -4.63782 0.67955  -0.230
C 1.00550 -3.75277 0.64038  -0.210
N 1.15213 -2.67803 1.61070  -0.466
C 0.38843 -1.52585 1.43330  0.155
C -0.56828 -1.09826 2.35526  -0.272
C -1.30417 0.05451 2.14148  -0.126
C -1.05214 0.81614 1.01955  -0.368
C -0.06702 0.45849 0.12169  -0.211
C 0.64252 -0.71787 0.29916  0.194
N 1.65509 -1.10228 -0.58171  -0.637
C 1.78047 -0.88182 -1.92446  0.672
O 2.81891 -1.15019 -2.49275  -0.590
C 0.58168 -0.34438 -2.63022  -0.174
C -0.67902 -0.91085 -2.45935  -0.156
C -1.77081 -0.39613 -3.13003  -0.269
C -1.58696 0.68911 -3.96906  0.417
C -0.34074 1.25353 -4.17483  -0.284
C 0.74664 0.72245 -3.50718  -0.152
H 1.73320 1.13609 -3.65120  0.231
H -0.23421 2.08976 -4.84751  0.232
F -2.64495 1.19490 -4.62618  -0.317
H -2.75599 -0.81444 -3.00535  0.237
H -0.80896 -1.75954 -1.80442  0.219
H 2.43331 -1.59218 -0.15208  0.418
H 0.13123 1.11657 -0.70660  0.247
S -2.02189 2.25069 0.59047  2.320
O -2.57229 2.03209 -0.71613  -0.944
O -2.93239 2.53786 1.66659  -0.948
N -0.80537 3.39258 0.43322  -0.680
C -0.29830 3.87626 1.69980  -0.226
C -1.17311 4.97797 2.29875  -0.427
C -1.36274 6.10125 1.28186  -0.398
C -1.95433 5.52966 -0.00480  -0.420
C -1.04114 4.43217 -0.54789  -0.230
H -1.49041 3.94293 -1.41273  0.240
H -0.06801 4.84778 -0.83236  0.195
H -2.07555 6.31231 -0.75532  0.213
H -2.93261 5.09263 0.20504  0.211
H -2.02221 6.86824 1.69149  0.213
H -0.39715 6.56631 1.06339  0.190
H -2.14239 4.54690 2.55170  0.230
H -0.70806 5.35718 3.21035  0.209
H -0.24782 3.01510 2.37010  0.216
H 0.71849 4.24781 1.52875  0.199
H -2.07753 0.36531 2.82530  0.235
H -0.76869 -1.69635 3.22975  0.223
C 1.29396 -3.22382 2.94521  -0.220
C 2.54359 -4.10658 2.97094  -0.223
H 3.42132 -3.47467 2.74932  0.169
H 2.66462 -4.53618 3.96739  0.206
H 0.42542 -3.83542 3.23146  0.181
H 1.41207 -2.40402 3.65565  0.212
H 0.12924 -4.36876 0.89496  0.184
H 0.86382 -3.34547 -0.35986  0.214
H 3.12533 -4.03693 0.37876  0.166
H 2.13358 -5.46138 -0.02769  0.209
H 3.02284 -7.04949 1.45072  0.193
H 3.24170 -6.65493 3.15990  0.192

Force components x, y, z for each atom (eV/Å):
-0.348 -0.016 0.049
0.107 0.080 0.038
0.116 -0.069 0.002
0.093 0.051 -0.095
0.224 -0.074 -0.011
-0.072 0.106 -0.009
-0.297 0.010 -0.028
0.086 -0.266 -0.281
0.289 -0.037 0.060
-0.245 0.372 -0.144
0.085 -0.122 -0.158
-0.165 0.230 0.030
-0.242 0.353 -0.023
0.131 -0.148 0.108
-0.381 0.259 0.243
0.325 -0.228 0.343
-0.031 -0.056 -0.029
0.104 0.088 -0.152
-0.030 -0.037 -0.370
0.177 0.094 -0.154
-0.094 0.108 -0.132
0.186 -0.086 0.024
-0.240 0.039 -0.032
0.022 -0.196 0.205
0.091 0.027 -0.034
-0.020 0.076 -0.074
0.045 -0.020 0.078
-0.123 -0.031 0.000
-0.030 -0.050 0.100
-0.045 0.035 -0.134
0.128 0.021 -0.099
0.451 -0.284 0.021
0.104 0.125 -0.196
0.225 -0.080 0.134
-0.661 -0.838 -0.045
0.019 0.065 0.664
0.181 0.080 -0.089
-0.235 -0.122 0.061
0.311 0.071 -0.019
-0.474 0.230 -0.505
0.145 0.193 -0.101
-0.028 -0.070 0.017
-0.064 -0.016 -0.037
-0.095 0.054 -0.053
0.070 0.060 -0.005
0.031 0.093 -0.005
0.040 0.067 0.095
-0.005 -0.030 0.043
0.207 0.105 0.116
-0.030 -0.090 0.020
-0.086 -0.005 0.133
-0.006 -0.079 0.080
0.370 -0.009 0.174
-0.254 0.043 0.111
-0.042 -0.018 0.068
0.023 0.015 0.019
0.000 0.058 0.031
-0.038 -0.026 -0.007
0.026 0.037 -0.059
-0.002 -0.006 0.062
-0.037 -0.032 -0.043
0.019 0.013 -0.033
0.006 -0.041 0.092
-0.016 -0.075 -0.066

Its SMILES is CCN1CCN(c2ccc(S(=O)(=O)N3CCCCC3)cc2NC(=O)c2ccc(F)cc2)CC1. The energy above the lowest of the compared OMol25 structures with the same formula, charge and spin is 0.00 kcal per mole. The HOMO-LUMO gap comes out at 8.94 eV. As for the HOMO energy: -8.4 eV.


Formula: C24H31GdN3P2
Source: the Open Molecules 2025 dataset
Level of theory: ωB97M-V/def2-TZVPD

Last column: Löwdin spin population.
Geometry (Å):
C 2.70254 -2.83909 2.10992  0.075
C 2.41394 -2.20771 0.88461  0.141
C 1.60201 -2.95299 -0.06203  0.030
C 0.62594 -3.96187 0.46270  0.079
C 0.61542 -4.09118 1.88482  0.109
C 1.79759 -3.79602 2.58950  0.098
C -0.49149 -4.35066 -0.36437  0.499
C -0.55251 -3.72335 -1.67566  0.078
C 0.53360 -2.76329 -2.06217  0.035
C 0.28484 -1.81854 -3.12811  0.114
C -0.68076 -2.14757 -4.07460  0.070
C -1.71586 -3.02250 -3.70707  0.087
C -1.77019 -3.55937 -2.40309  0.103
H 3.56854 -2.49586 2.65936  0.005
H -0.23991 -4.54325 2.39264  0.002
H 2.03324 -4.30003 3.52408  0.004
H -1.38265 -4.02351 0.15560  0.027
H -0.64622 -1.63498 -5.03658  0.004
H -2.46195 -3.29923 -4.45809  0.003
H -2.71748 -3.95673 -2.00242  0.002
N 1.68618 -2.68418 -1.37099  0.375
Gd -1.52721 0.86509 0.21653  4.050
C 2.72911 -0.74660 0.61288  0.036
H 2.96982 -0.57140 -0.45635  0.006
H 3.59296 -0.41835 1.21320  0.003
C 0.95123 -0.45811 -3.06770  0.026
H 1.96824 -0.52962 -2.67491  0.004
H 0.97850 0.00490 -4.04886  0.002
P 1.28502 0.44136 1.04456  0.059
P 0.03883 0.73482 -1.96682  0.079
C -1.42661 1.06681 -3.05346  0.068
H -2.02750 1.91942 -2.68381  0.020
H -1.01473 1.31099 -4.04549  0.006
H -2.06229 0.17322 -3.12131  0.012
C 1.02037 2.23105 -2.29914  0.004
H 0.75069 2.58703 -3.29881  0.000
H 0.82547 3.02045 -1.56111  0.001
H 2.08509 1.97139 -2.27704  0.001
C 1.35114 0.22511 2.87706  0.003
H 2.34810 0.55273 3.21616  0.000
H 0.57383 0.84073 3.35524  0.002
H 1.19646 -0.83043 3.14352  0.001
C 2.16991 2.03743 0.97477  0.005
H 1.46016 2.85956 1.12286  0.001
H 2.91588 2.07318 1.77441  0.000
H 2.66877 2.18156 0.01294  0.000
H -2.24304 -0.60689 0.69434  0.238
H -2.39841 -0.66360 -0.51971  0.292
N -1.63552 4.08527 -0.04070  0.025
C -1.89028 3.79895 1.26639  0.010
C -1.98473 4.71807 2.33462  0.004
C -2.22773 4.12883 3.59897  0.002
C -2.30533 2.76096 3.86567  0.004
C -2.18249 1.90626 2.78617  0.031
N -2.14051 2.48642 1.54430  0.021
H -1.58297 3.33650 -0.74942  0.026
H -1.48619 5.01345 -0.39549  0.001
H -1.90705 5.76506 2.13323  0.000
H -2.35914 4.78742 4.45496  0.000
H -2.46274 2.31380 4.86682  0.000
H -2.21991 0.79910 2.83247  0.019

Force components x, y, z for each atom (eV/Å):
-1.271 -0.253 -0.169
-0.836 -0.560 -1.176
0.181 -1.206 1.970
1.022 2.093 1.876
0.357 -0.861 -1.774
0.969 0.772 0.160
0.268 2.258 -0.309
-0.402 2.502 -1.233
-1.959 -0.968 -1.302
0.909 -0.847 1.465
-1.043 -0.302 0.399
0.493 0.520 -0.549
1.193 -1.164 0.305
-0.103 -0.093 0.321
0.421 -0.308 -0.246
-0.353 0.274 0.038
-0.763 -1.284 0.309
-0.317 -0.159 0.179
-0.011 0.356 0.476
0.662 -0.203 -0.392
-0.253 1.705 0.317
2.739 2.625 -0.522
0.294 -0.131 -0.463
-0.144 -0.195 0.466
-0.226 -0.058 -0.112
0.091 -0.693 -0.053
-0.005 -0.099 -0.021
0.094 0.074 -0.284
1.199 -1.271 0.788
-0.040 -0.623 -1.732
0.264 0.125 -0.303
0.246 -0.400 -0.206
-0.398 -0.016 0.100
0.156 0.297 0.046
0.103 0.276 -0.094
0.249 0.115 0.134
0.105 -0.124 -0.202
-0.175 0.179 0.011
-0.068 0.000 0.008
-0.407 -0.207 0.092
0.284 -0.171 -0.047
-0.010 0.342 -0.048
0.122 0.282 -0.157
0.122 -0.033 -0.006
-0.039 0.074 -0.171
-0.080 0.007 0.114
-1.903 -3.949 -0.380
-0.747 -1.536 0.696
0.169 -0.488 -0.577
-0.955 -0.916 1.330
-0.174 -2.015 0.506
0.083 1.397 -0.244
0.217 -1.288 0.154
-0.736 1.981 -0.775
0.476 1.312 0.818
-0.255 0.766 0.724
-0.075 0.106 0.298
0.062 0.462 0.347
0.082 0.058 -0.215
0.198 0.767 -0.653
-0.082 0.691 -0.033

Its multiplicity is 8. The HOMO-LUMO gap (spin up / spin down) comes out at 5.71 / 5.86 eV. The charge is +1. Its expectation value of S² is 15.83. As for the HOMO energy (spin up / spin down): -8.7 / -10.4 eV.


Formula: C24H31Ge2O3Ru
Source: the Open Molecules 2025 dataset
Level of theory: ωB97M-V/def2-TZVPD

Last column: Löwdin spin population.
Geometry (Å):
Ru 1.28170 0.84161 -0.35221  3.003
C 0.83949 2.83292 0.27944  0.116
C 1.16273 3.00465 -1.11878  0.047
C 2.51033 3.12605 -1.54668  0.086
C 2.81647 3.16133 -2.89185  0.013
C 1.80059 3.07647 -3.83967  0.124
C 0.46234 2.96325 -3.44722  0.010
C 0.13904 2.92629 -2.11183  0.104
H -0.19394 2.96875 0.58110  0.019
H 1.57383 3.14918 1.01071  0.007
H 3.29171 3.22405 -0.80288  0.003
H 3.84577 3.26358 -3.20773  -0.001
H 2.04769 3.10996 -4.89273  0.006
H -0.31812 2.92502 -4.19533  -0.002
H -0.89444 2.86776 -1.78815  0.004
C -2.87770 -2.46281 -0.86101  0.078
Ge -0.99611 -2.21742 -1.24104  0.233
C -0.61288 -1.10608 -2.78005  0.068
C 0.05930 -3.79505 -0.99544  0.032
Ge -0.61353 -0.32187 0.75053  0.368
C -2.13844 0.83414 0.73815  0.082
C -2.81617 1.18887 -0.43227  0.018
C -3.87234 2.08569 -0.37793  0.001
C -4.24344 2.64456 0.84006  0.024
C -3.56770 2.30417 2.00520  0.003
C -2.52108 1.39333 1.96224  0.030
C -0.33020 -1.30594 2.36555  0.075
C -0.88191 -2.57803 2.51618  0.014
C -0.75807 -3.24237 3.72864  0.001
C -0.08813 -2.64154 4.78506  0.007
C 0.46400 -1.37646 4.63832  0.004
C 0.35268 -0.70861 3.42737  0.020
H -3.31971 -2.79090 -1.80840  0.016
H -3.38443 -1.56084 -0.53046  0.001
H -3.00324 -3.25057 -0.12041  0.000
H -0.30984 -1.76597 -3.59684  0.010
H 0.21241 -0.41148 -2.61847  0.012
H -1.49907 -0.54746 -3.07559  0.000
H -0.60102 -4.65231 -1.13555  0.005
H 0.48298 -3.82681 0.00717  0.003
H 0.86674 -3.81663 -1.72384  0.001
H -2.52775 0.76858 -1.38930  0.001
H -4.40949 2.34781 -1.28010  0.000
H -5.06877 3.34258 0.88212  0.001
H -3.86702 2.73624 2.95075  0.000
H -2.02346 1.11023 2.88314  0.001
H -1.42015 -3.05616 1.70669  0.002
H -1.18912 -4.22726 3.85048  0.000
H 0.00312 -3.16127 5.72944  0.000
H 0.97997 -0.91088 5.46767  0.000
H 0.78851 0.27929 3.32494  0.004
C 3.94845 -2.15807 -1.09422  0.005
C 2.95878 -1.06428 -0.92723  0.024
O 3.22898 0.14766 -1.19466  0.146
O 1.79004 -1.30080 -0.47325  0.087
H 4.78612 -1.83019 -1.70287  0.002
H 3.47230 -3.03365 -1.53181  0.001
H 4.31146 -2.44416 -0.10462  0.001
O 2.97765 0.85989 1.40083  0.075
H 3.01315 1.19341 2.30550  0.002
H 3.87896 0.88857 1.05312  0.002

Force components x, y, z for each atom (eV/Å):
1.095 -0.164 0.065
0.069 -0.049 -0.123
-0.222 0.094 -0.064
0.011 0.069 0.022
0.000 0.001 -0.003
-0.017 -0.006 -0.042
0.048 0.015 -0.036
-0.018 0.025 0.093
-0.030 -0.058 -0.012
0.009 0.035 -0.001
0.011 -0.035 -0.001
-0.016 0.005 0.000
-0.004 0.004 0.014
0.010 -0.002 -0.002
0.010 -0.007 -0.002
-0.082 -0.056 0.048
-0.119 0.170 -0.024
0.034 0.079 -0.120
0.168 -0.060 0.092
-0.565 -0.211 0.010
-0.237 0.029 -0.024
0.011 0.177 0.060
0.052 -0.038 -0.035
0.015 -0.005 0.047
0.000 0.008 -0.015
-0.142 -0.031 -0.027
0.157 0.020 0.155
0.032 0.021 0.147
-0.013 -0.004 -0.055
0.001 -0.013 0.019
0.018 0.045 -0.029
0.012 -0.125 0.039
-0.037 -0.008 0.049
-0.033 0.023 -0.023
-0.068 0.003 -0.018
-0.047 0.015 -0.019
0.028 0.011 -0.001
0.015 0.006 -0.051
0.048 -0.043 0.010
0.008 -0.050 -0.009
0.007 -0.042 0.020
0.002 -0.043 -0.009
0.000 -0.002 0.007
0.002 0.002 -0.002
0.002 -0.002 -0.002
0.004 -0.016 -0.013
-0.013 0.009 -0.007
0.003 0.010 -0.005
-0.002 0.002 -0.008
-0.005 -0.004 -0.007
-0.027 0.010 -0.012
0.046 0.005 -0.044
-0.104 0.137 -0.078
-0.071 -0.032 0.067
-0.047 0.014 -0.033
-0.002 -0.006 -0.001
0.005 0.000 0.004
-0.003 0.000 -0.005
-0.007 0.112 0.005
-0.004 0.005 0.001
-0.001 -0.047 -0.010

Its multiplicity is 6. The energy above the lowest of the compared OMol25 structures with the same formula, charge and spin is 15.48 kcal per mole. The HOMO-LUMO gap (spin up / spin down) comes out at 6.94 / 5.75 eV. The charge is +2. Its expectation value of S² is 8.78. As for the HOMO energy (spin up / spin down): -13.7 / -14.7 eV.


Formula: C24H31GeIrO2PS2
Source: the Open Molecules 2025 dataset
Level of theory: ωB97M-V/def2-TZVPD

Last column: natural (NBO) charge in e.
Geometry (Å):
Ir 0.07945 -0.25396 0.83330  0.202
C 2.16860 0.76123 1.30723  -0.153
C 1.49087 1.54816 0.35613  -0.153
C 0.19592 2.04759 0.64915  -0.163
C -0.40221 1.76906 1.89410  -0.205
C 0.28133 0.98894 2.85770  -0.165
C 1.55420 0.47528 2.55167  -0.201
H 3.14980 0.36398 1.08209  0.301
H 1.94674 1.76084 -0.60189  0.302
H -0.33713 2.64946 -0.07482  0.295
H -1.38821 2.16228 2.10589  0.301
H -0.17415 0.78175 3.81636  0.301
H 2.07080 -0.14983 3.26900  0.300
Ge -2.25961 -0.71688 0.38969  1.292
C -3.18274 0.63351 -0.58544  -0.445
C -4.47789 0.98924 -0.19457  -0.199
C -5.15454 1.99089 -0.87583  -0.186
C -4.54640 2.62864 -1.94807  -0.114
C -3.25916 2.27625 -2.34348  -0.180
C -2.57160 1.28885 -1.65823  -0.249
C -3.54332 -1.87267 1.33165  -0.477
C -4.67935 -2.33742 0.55703  -0.193
C -5.68643 -3.07545 1.14463  -0.195
C -5.60048 -3.36217 2.49545  -0.133
C -4.48522 -2.90673 3.27402  -0.198
C -3.45763 -2.20552 2.68440  -0.176
H -0.06511 -0.55552 -0.70309  0.151
H -4.96284 0.50259 0.64570  0.239
H -6.15354 2.27287 -0.57200  0.256
H -5.07734 3.40551 -2.48182  0.255
H -2.80028 2.77074 -3.18910  0.247
H -1.57398 1.00885 -1.98309  0.207
H -4.75762 -2.06842 -0.48826  0.227
H -6.53053 -3.41419 0.55978  0.255
H -6.38406 -3.93257 2.97934  0.251
H -4.47297 -3.10161 4.33938  0.246
H -2.61575 -1.87746 3.28057  0.200
C -1.43523 -6.76665 0.99465  -0.652
C -1.04745 -5.59048 1.84983  0.144
C 0.39103 -5.56169 2.29132  -0.663
O -1.38962 -4.30602 1.07907  -0.852
P -0.66790 -3.61347 -0.08482  1.876
S -1.96488 -2.53337 -1.18406  -0.335
S 0.77868 -2.33027 0.90030  0.129
O 0.14985 -4.63215 -0.87564  -0.872
C 0.73921 -4.69371 -2.28705  0.148
C 1.46030 -3.40585 -2.58414  -0.660
C -0.36157 -5.06053 -3.24326  -0.653
H -1.37823 -7.66723 1.60777  0.266
H -0.75441 -6.88982 0.15380  0.224
H -2.45749 -6.67549 0.63022  0.243
H -1.72078 -5.47685 2.69658  0.226
H 1.07435 -5.63300 1.44428  0.223
H 0.56626 -6.43219 2.92497  0.278
H 0.61818 -4.67631 2.88518  0.216
H 1.43989 -5.51449 -2.15808  0.232
H 0.76374 -2.56950 -2.67876  0.210
H 1.97308 -3.51244 -3.54054  0.276
H 2.21709 -3.18676 -1.83039  0.218
H -1.08385 -4.25205 -3.36118  0.219
H -0.87321 -5.96963 -2.93190  0.246
H 0.08616 -5.24896 -4.21995  0.267

Force components x, y, z for each atom (eV/Å):
2.520 -0.407 0.776
-0.015 -0.073 0.496
-0.538 -0.031 -0.219
-0.119 0.146 -0.047
-0.175 0.090 -0.102
0.012 0.085 -0.065
0.259 0.013 0.002
0.034 -0.036 -0.008
-0.003 -0.041 -0.053
0.000 -0.035 -0.054
-0.029 -0.018 0.036
-0.063 -0.057 0.022
0.011 0.006 0.030
-1.964 -1.571 -0.929
0.376 0.114 0.031
-0.232 0.181 0.243
0.004 -0.174 0.092
-0.071 0.054 -0.036
0.277 -0.109 -0.070
-0.068 0.217 -0.277
-0.976 -0.323 0.158
1.483 1.141 0.525
0.323 -0.046 0.220
1.091 0.370 1.127
-1.522 -0.854 -0.513
-0.041 0.521 -0.559
-0.467 0.238 -0.043
0.062 -0.009 -0.049
0.000 -0.022 0.001
0.006 0.017 -0.003
-0.006 0.004 -0.006
0.001 0.016 -0.026
0.001 -0.020 -0.066
0.008 0.019 -0.029
0.040 0.082 0.029
0.045 -0.125 -0.072
0.021 0.020 0.096
-0.009 0.004 -0.055
-0.100 -0.063 0.119
0.002 -0.019 -0.062
0.501 0.318 -0.017
-1.084 -0.433 -0.959
0.914 0.093 -0.072
-0.695 0.574 0.192
0.105 0.089 0.175
0.020 -0.031 -0.033
-0.052 0.048 -0.024
-0.027 0.021 0.002
-0.001 0.016 0.013
0.006 -0.014 -0.008
0.004 0.006 0.028
-0.004 0.012 -0.029
0.024 -0.025 -0.021
0.024 0.022 0.002
-0.012 0.043 0.063
0.005 0.001 -0.002
-0.007 -0.018 -0.010
0.015 0.001 0.012
0.057 -0.009 0.027
0.010 -0.008 -0.005
0.003 0.003 0.002
0.012 -0.012 0.002

The energy above the lowest of the compared OMol25 structures with the same formula, charge and spin is 19.36 kcal per mole. The HOMO-LUMO gap (spin up / spin down) comes out at 3.74 / 2.75 eV. The charge is +3. As for the HOMO energy (spin up / spin down): -16.8 / -16.6 eV.


E in Eh, matching the order above: -1875.94801 -2545.08800 -5406.90633 -4401.60143